[1]
The following is a DFT calculation (wB97M-V/def2-TZVPD) of a 10-piece molecular cluster, C60H44O20 overall.

Geometry (Å):
O 1.8774 -2.0196 3.2030
C 2.5696 -2.8265 2.7120
C 2.1293 -4.0541 1.9193
C 3.0221 -4.7921 1.2879
C 4.4395 -4.6219 1.3360
O 5.2925 -5.1539 0.6871
C 4.8584 -3.8585 2.5597
C 3.9823 -2.9130 3.1094
H 1.0859 -4.2948 1.7783
H 2.7721 -5.5611 0.5720
H 5.8817 -3.7828 2.8968
H 4.2933 -2.1794 3.8385
O 0.6502 1.1051 5.0781
C 1.2004 2.0058 4.4727
C 1.5961 3.3342 5.0037
C 2.3592 4.2499 4.3251
C 2.7834 4.0631 2.9261
O 3.4553 4.8662 2.3341
C 2.2514 2.7989 2.3359
C 1.4315 1.9915 3.0096
H 1.2607 3.4699 6.0213
H 2.5822 5.1522 4.8752
H 2.4439 2.6313 1.2865
H 1.0920 1.0903 2.5209
O -1.3228 0.8064 -5.9033
C -1.9009 -0.2659 -6.0055
C -3.3522 -0.4449 -5.7518
C -3.9032 -1.6534 -5.6824
C -3.2021 -2.9207 -5.7797
O -3.7453 -4.0595 -5.7732
C -1.7511 -2.8222 -5.9459
C -1.2003 -1.6267 -6.0651
H -3.9896 0.4186 -5.6312
H -4.9339 -1.6928 -5.3624
H -1.1687 -3.7225 -6.0753
H -0.1619 -1.5194 -6.3417
O 4.2112 -1.2649 -0.4432
C 4.9595 -0.4312 0.1553
C 6.1462 -0.6880 0.9931
C 6.8161 0.2794 1.6707
C 6.5121 1.6716 1.5646
O 7.1595 2.5333 2.1819
C 5.3489 2.0213 0.7369
C 4.6857 1.0164 0.0245
H 6.5639 -1.6790 0.8933
H 7.7487 -0.0850 2.0754
H 5.0883 3.0654 0.6464
H 3.9528 1.1893 -0.7498
O 0.7227 -4.8745 -0.6047
C -0.4013 -4.7211 -1.0430
C -0.7569 -5.4081 -2.1724
C -2.0531 -5.3964 -2.7161
C -3.1873 -4.5487 -2.0996
O -4.3294 -4.4879 -2.5846
C -2.6992 -3.7711 -0.9806
C -1.4509 -3.8627 -0.3959
H -0.0658 -6.1218 -2.5959
H -2.3141 -5.7869 -3.6886
H -3.3671 -3.1185 -0.4380
H -1.2061 -3.4116 0.5544
O -1.7976 8.0817 1.9455
C -1.9492 6.8628 2.1385
C -2.5581 6.5258 3.4524
C -3.0195 5.2638 3.6829
C -2.8855 4.0967 2.7493
O -3.2271 2.8938 2.8559
C -2.2456 4.4989 1.4949
C -1.8170 5.7666 1.1877
H -2.5800 7.2613 4.2430
H -3.5469 5.1803 4.6217
H -2.1717 3.7898 0.6836
H -1.2971 5.9930 0.2686
O -2.1287 -0.8897 3.7734
C -2.7014 -1.9441 3.7332
C -4.1167 -2.1555 3.8601
C -4.7896 -3.3622 3.6583
C -4.1373 -4.5588 3.1385
O -4.8389 -5.5391 2.8435
C -2.6451 -4.3419 3.2171
C -2.0145 -3.1564 3.3997
H -4.6874 -1.3078 4.2093
H -5.8597 -3.4403 3.7808
H -2.0853 -5.2620 3.1373
H -0.9577 -3.1111 3.6181
O -4.0173 1.6082 -3.2792
C -4.4411 1.0377 -2.2869
C -5.1085 -0.1789 -2.3459
C -5.6713 -0.8953 -1.2615
C -5.4071 -0.4396 0.1448
O -5.8955 -0.9337 1.1437
C -4.7373 0.9444 0.2030
C -4.2843 1.5430 -0.9265
H -5.1887 -0.6070 -3.3341
H -6.3524 -1.6668 -1.5889
H -4.7352 1.5230 1.1149
H -3.8983 2.5498 -0.9884
O 1.5777 4.3371 -0.8664
C 2.4281 3.8223 -1.7719
C 3.6117 4.4346 -2.0254
C 4.4212 4.0243 -3.1161
C 4.0692 2.9821 -3.8922
O 4.7507 2.6472 -4.9892
C 2.9838 2.2230 -3.5608
C 2.1540 2.6442 -2.4316
H 1.6767 5.2461 -0.5740
H 3.8250 5.2963 -1.4104
H 5.2730 4.6463 -3.3485
H 5.2981 3.3360 -5.3733
H 2.6733 1.2675 -3.9571
H 1.2022 2.1446 -2.3275
O 1.4556 -1.3011 -2.7538
C 0.7073 -0.7632 -1.8025
C -0.2732 0.1617 -2.0832
C -0.8834 0.7481 -1.0104
C -0.6580 0.3167 0.3090
O -1.3447 0.9366 1.3293
C 0.1769 -0.7121 0.5669
C 0.8996 -1.2468 -0.4739
H 2.3572 -1.6047 -2.6250
H -0.3607 0.4998 -3.1052
H -1.5800 1.5666 -1.1165
H -1.4823 0.4328 2.1348
H 0.5106 -0.9446 1.5674
H 1.5622 -2.0885 -0.3364

total charge	0
maximum force	7.44	eV Å⁻¹
HOMO energy	-7.98	eV
spin multiplicity	1
HOMO-LUMO gap	5.8	eV
LUMO	-2.19	eV
energy	-103868.2052	eV

***

[2]
The following is a DFT calculation (wB97M-V/def2-TZVPD) of C60H46FeN8O5Se as an isolated structure.

Geometry (Å):
Fe 0.5124 0.2150 -0.7822
C 0.9923 7.7314 5.7771
O 1.9351 7.1906 4.8686
C 1.6032 6.0629 4.2074
C 0.4081 5.3676 4.3866
C 0.1452 4.2479 3.6151
C 1.0648 3.7755 2.6795
C 2.2883 4.4398 2.5626
C 2.5446 5.5763 3.2993
C 0.7413 2.6054 1.8356
C -0.4215 2.6432 1.0511
C -1.3542 3.7381 1.0091
C -2.4354 3.2960 0.3226
C -2.1370 1.9507 -0.1035
N -0.9023 1.5962 0.3133
C -3.0334 1.1698 -0.8868
C -2.6542 0.0582 -1.6496
C -3.5471 -0.7381 -2.4512
C -2.8200 -1.7692 -2.9387
C -1.4964 -1.6343 -2.3902
C -0.5609 -2.6932 -2.3998
C -0.8444 -3.8369 -3.2940
C -1.0653 -5.1088 -2.7651
C -1.3011 -6.2016 -3.5824
C -1.3344 -6.0367 -4.9649
O -1.5514 -7.0318 -5.8460
C -1.7209 -8.3467 -5.3452
C -1.1450 -4.7627 -5.5047
C -0.9133 -3.6830 -4.6817
C 0.4758 -2.8280 -1.4593
N 0.6690 -1.9530 -0.4280
C 1.5090 -2.5490 0.4387
C 1.9046 -2.0664 1.7160
C 2.1995 -3.1034 2.7246
C 3.3349 -3.1446 3.5387
C 3.4822 -4.1174 4.5028
C 2.4853 -5.0733 4.7076
O 2.6965 -5.9602 5.6991
C 1.7075 -6.9479 5.9407
C 1.3551 -5.0623 3.8908
C 1.2294 -4.0960 2.9095
C 1.9034 -0.7132 2.0816
C 2.4274 -0.1672 3.3037
C 2.2137 1.1714 3.2596
C 1.4895 1.4268 2.0439
N 1.3644 0.2883 1.3225
C 1.9462 -3.8173 -0.0872
C 1.3367 -3.9724 -1.2887
N -1.4084 -0.4973 -1.6589
C -4.4567 1.5512 -0.8019
C -5.0278 1.7171 0.4644
C -6.3665 2.0240 0.6357
C -7.1835 2.1730 -0.4817
O -8.4990 2.4357 -0.4523
C -9.1604 2.5456 0.7961
C -6.6203 2.0438 -1.7551
C -5.2892 1.7349 -1.9131
H 0.7619 7.0290 6.5815
H 0.0675 8.0144 5.2674
H 1.4544 8.6192 6.1978
H -0.3233 5.6831 5.1167
H -0.7797 3.7064 3.7671
H 3.0341 4.0857 1.8613
H 3.4743 6.1163 3.1783
H -1.1999 4.7092 1.4472
H -3.3305 3.8461 0.0851
H -4.5957 -0.5472 -2.5971
H -3.1553 -2.5912 -3.5487
H -1.0846 -5.2356 -1.6912
H -1.4560 -7.1709 -3.1302
H -2.5739 -8.4075 -4.6654
H -0.8209 -8.6954 -4.8324
H -1.9035 -8.9730 -6.2129
H -1.1837 -4.6539 -6.5805
H -0.7566 -2.7028 -5.1161
H 4.1376 -2.4349 3.3824
H 4.3701 -4.1596 5.1196
H 2.0950 -7.5660 6.7445
H 1.5363 -7.5672 5.0576
H 0.7660 -6.4902 6.2540
H 0.5682 -5.7915 4.0134
H 0.3380 -4.0864 2.2969
H 2.8766 -0.7307 4.1035
H 2.4429 1.9140 4.0060
H 2.6609 -4.4662 0.3919
H 1.4607 -4.7855 -1.9825
H -4.4087 1.5682 1.3388
H -6.7575 2.1336 1.6379
H -8.8551 1.7638 1.4938
H -10.2188 2.4315 0.5800
H -8.9875 3.5264 1.2443
H -7.2685 2.1956 -2.6082
H -4.8723 1.6784 -2.9105
Se 4.1032 0.0768 0.0852
N 2.8876 -0.2617 -1.1544
C 3.5225 -0.7255 -2.2259
C 2.8952 -1.0867 -3.4459
C 3.6760 -1.5456 -4.4610
C 5.0904 -1.6606 -4.3216
C 5.7313 -1.3108 -3.1743
C 4.9580 -0.8265 -2.0864
N 5.4359 -0.4273 -0.9156
H 1.8192 -0.9894 -3.5265
H 3.2262 -1.8275 -5.4039
H 5.6642 -2.0315 -5.1604
H 6.8053 -1.3862 -3.0751
N 1.4630 7.1371 -1.0049
C 2.2830 6.0785 -0.8030
O 3.3349 6.1578 -0.2020
C 1.8124 4.7581 -1.3534
C 2.7739 3.7856 -1.5972
C 2.3694 2.5347 -2.0187
N 1.0830 2.1850 -2.1613
C 0.1717 3.1490 -2.0028
C 0.4857 4.4380 -1.6063
H 1.7638 8.0373 -0.6711
H 0.6615 7.0932 -1.6057
H 3.8195 4.0204 -1.4540
H 3.1002 1.7804 -2.2723
H -0.8537 2.8634 -2.1969
H -0.3112 5.1543 -1.4675

total charge	+1
maximum force	1.35	eV Å⁻¹
HOMO energy (alpha / beta)	-9.02 / -9.65	eV
energy relative to the best compared isomer or geometry (same formula, charge and spin)	0.0	kJ/mol
spin multiplicity	6
HOMO-LUMO gap (alpha / beta)	5.5 / 5.0	eV
LUMO (alpha / beta)	-3.56 / -4.64	eV
energy	-184852.8771	eV

***

[3]
The following is a DFT calculation (wB97M-V/def2-TZVPD) of C60H49N8SSeZr as an isolated structure.

Geometry (Å):
Zr -0.2038 -0.0505 -0.1806
C -3.9039 -1.0649 6.5951
C -2.7744 -0.2928 6.3604
C -2.2587 -0.1869 5.0745
C -2.8660 -0.8578 4.0165
C -3.9994 -1.6310 4.2576
C -4.5166 -1.7324 5.5423
C -2.3096 -0.7254 2.6349
C -1.6395 -1.8137 2.0875
C -1.5880 -3.1073 2.6980
C -0.9853 -3.9388 1.8115
C -0.6259 -3.1550 0.6719
C 0.0116 -3.6723 -0.4496
C 0.4190 -5.1079 -0.4187
C -0.2139 -6.0445 -1.2337
C 0.1574 -7.3813 -1.1853
C 1.1689 -7.7920 -0.3272
C 1.8081 -6.8618 0.4819
C 1.4333 -5.5257 0.4401
C 0.2784 -2.9316 -1.5928
N -0.0491 -1.6041 -1.7970
C 0.2940 -1.3326 -3.1033
C 0.0539 -0.1353 -3.7755
C 0.5408 -0.0084 -5.1819
C 0.0282 -0.8149 -6.1956
C 0.5045 -0.7031 -7.4942
C 1.5031 0.2139 -7.7955
C 2.0146 1.0273 -6.7934
C 1.5334 0.9200 -5.4960
C -0.6429 0.9365 -3.2257
C -0.9879 2.1180 -3.9588
C -1.6614 2.9339 -3.1174
C -1.7748 2.2494 -1.8672
N -1.1305 1.0291 -1.9342
C -2.4684 2.7378 -0.7675
C -2.6608 1.9959 0.3911
C -3.5377 2.4010 1.4500
C -3.4679 1.4549 2.4102
C -2.5644 0.4470 1.9417
N -2.0727 0.7875 0.6959
C -3.0568 4.1068 -0.8329
C -4.0695 4.4256 -1.7352
C -4.6091 5.7041 -1.7646
C -4.1400 6.6800 -0.8965
C -3.1279 6.3727 0.0040
C -2.5923 5.0931 0.0375
C 0.9209 -2.4795 -3.6915
C 0.9047 -3.4641 -2.7656
N -1.0140 -1.8453 0.8584
H -4.3104 -1.1418 7.5961
H -2.2963 0.2334 7.1775
H -1.3836 0.4272 4.8839
H -4.4774 -2.1460 3.4311
H -5.4024 -2.3298 5.7193
H -2.0094 -3.3523 3.6608
H -0.8168 -5.0002 1.9075
H -1.0077 -5.7212 -1.8982
H -0.3467 -8.1022 -1.8169
H 1.4568 -8.8352 -0.2891
H 2.6041 -7.1779 1.1454
H 1.9377 -4.7890 1.0575
H -0.7632 -1.5207 -5.9682
H 0.0911 -1.3313 -8.2738
H 1.8779 0.2960 -8.8085
H 2.7913 1.7482 -7.0191
H 1.9386 1.5551 -4.7156
H -0.7666 2.2893 -5.0002
H -2.0616 3.9119 -3.3303
H -4.1570 3.2843 1.4345
H -4.0134 1.4090 3.3403
H -4.4541 3.6599 -2.4002
H -5.4024 5.9360 -2.4651
H -4.5648 7.6760 -0.9194
H -2.7537 7.1300 0.6816
H -1.7944 4.8540 0.7337
H 1.3191 -2.5245 -4.6921
H 1.2851 -4.4692 -2.8608
C 1.0445 3.3907 1.6903
C 0.1196 2.3789 1.8459
C 0.8166 1.1163 1.8829
C 2.2151 1.4410 1.8163
C 2.3480 2.8042 1.6776
H 0.8261 4.4508 1.6473
H -0.9168 2.5335 2.1003
H 0.4209 0.2375 2.3882
H 3.0346 0.7460 1.8510
H 3.2793 3.3449 1.5656
C 1.4268 -3.5983 5.3081
C 1.1487 -2.1626 4.8803
N 1.3222 -1.9589 3.4394
C 2.4011 -1.7455 2.6782
S 2.2146 -1.7446 0.9713
N 3.6360 -1.5413 3.1530
C 4.1313 -1.3105 4.5139
C 3.9152 0.1251 4.9779
H 1.2751 -3.7104 6.3833
H 2.4513 -3.8915 5.0708
H 0.7530 -4.2869 4.7939
H 1.7537 -1.4553 5.4345
H 0.1094 -1.9086 5.0900
H 0.5320 -2.2626 2.8910
H 4.2851 -1.3401 2.4098
H 5.1951 -1.5376 4.4895
H 3.6828 -2.0215 5.1982
H 4.4409 0.8242 4.3255
H 4.2940 0.2533 5.9943
H 2.8569 0.3946 4.9626
Se 1.4024 2.5862 -1.2734
N 1.5914 0.8213 -1.1069
C 2.7087 0.4852 -1.8055
C 3.1962 -0.8243 -2.0227
C 4.3169 -0.9870 -2.7833
C 5.0099 0.1177 -3.3482
C 4.5641 1.3895 -3.1651
C 3.3886 1.5942 -2.3997
N 2.8135 2.7960 -2.2382
H 2.6892 -1.6774 -1.6040
H 4.6893 -1.9896 -2.9589
H 5.8997 -0.0605 -3.9403
H 5.0715 2.2437 -3.5958

total charge	+1
maximum force	1.30	eV Å⁻¹
HOMO energy	-9.56	eV
energy relative to the best compared isomer or geometry (same formula, charge and spin)	0.0	kJ/mol
spin multiplicity	1
HOMO-LUMO gap	5.8	eV
LUMO	-3.79	eV
energy	-152396.9854	eV

***

[4]
The following is a DFT calculation (wB97M-V/def2-TZVPD) of a 3-piece molecular cluster, C60H50BrF8NO12 overall.

Geometry (Å):
N -2.5476 4.5572 2.3466
C -1.3162 3.8663 1.9474
C -1.5656 2.8766 0.8068
C -0.3588 2.0084 0.5664
C -0.1694 0.8288 1.2974
C -1.1925 0.3247 2.2830
O -2.0687 -0.5655 1.5848
C -3.4313 -0.4287 1.8605
O -4.0153 0.6084 1.1301
C -4.1316 0.3556 -0.2573
C -5.2430 1.1970 -0.8407
O -6.5429 0.6729 -0.6033
C 0.9510 0.0451 1.0919
C 1.9267 0.3507 0.1458
C 3.1261 -0.5504 -0.0289
C 2.8414 -2.0535 0.1862
C 3.4179 -2.6340 1.4892
C 3.8570 -4.0685 1.2785
O 4.1363 -4.6616 2.5550
C 4.3355 -5.9944 2.5216
O 3.8537 -6.7516 3.3139
C 1.7285 1.5026 -0.6076
C 0.6081 2.3266 -0.3903
C 0.4572 3.5183 -1.2809
O 0.0380 4.5950 -0.9162
C 0.8667 3.2744 -2.6923
C 0.1839 3.8278 -3.7587
C 0.5677 3.4862 -5.0408
Br -0.4811 4.1663 -6.4596
C 1.6377 2.6281 -5.2881
C 1.9785 2.1691 -6.6810
C 1.2139 0.8724 -7.0428
O 0.3149 0.5496 -5.9944
C -0.7999 -0.2263 -6.3178
C -2.0593 0.4779 -5.7916
F -1.7595 1.2880 -4.7584
F -2.6274 1.2466 -6.7742
C -3.1395 -0.5192 -5.3142
F -2.7721 -0.9836 -4.1046
F -3.1733 -1.5775 -6.1735
C -4.5735 0.0626 -5.2103
F -5.2775 -0.7773 -4.4246
F -4.5112 1.2569 -4.5923
C -5.2904 0.2019 -6.5976
F -5.5445 1.5060 -6.8271
F -6.4613 -0.4666 -6.5571
C 2.3548 2.1436 -4.2002
C 1.9606 2.4477 -2.9123
C 2.6558 1.8925 -1.7132
O 3.8597 1.7767 -1.6674
H -2.4629 5.5605 2.2595
H -3.3307 4.2486 1.7875
H -0.5422 4.5782 1.6664
H -0.9543 3.2871 2.8040
H -1.8561 3.4122 -0.0939
H -2.3923 2.2399 1.1218
H -1.7527 1.1369 2.7431
H -0.6789 -0.2541 3.0533
H -3.6159 -0.2009 2.9124
H -3.8943 -1.3854 1.6045
H -4.3463 -0.7063 -0.4330
H -3.1942 0.5935 -0.7724
H -5.0818 1.3379 -1.9142
H -5.2326 2.1798 -0.3700
H -6.5444 -0.2579 -0.8433
H 1.0478 -0.8573 1.6826
H 3.8922 -0.2158 0.6746
H 3.5672 -0.4089 -1.0123
H 1.7652 -2.2184 0.1910
H 3.2478 -2.6008 -0.6664
H 4.2594 -2.0428 1.8467
H 2.6387 -2.6605 2.2522
H 4.7472 -4.1100 0.6426
H 3.0583 -4.6221 0.7781
H 5.0202 -6.3317 1.7257
H -0.6642 4.4755 -3.5910
H 1.6879 2.9576 -7.3692
H 3.0497 1.9941 -6.7495
H 1.9302 0.0536 -7.1529
H 0.6819 1.0128 -7.9855
H -0.7264 -1.2146 -5.8601
H -0.9157 -0.3433 -7.3969
H -4.6891 -0.1818 -7.4190
H 3.1949 1.4843 -4.3754
O 4.0669 -11.2080 2.0529
C 2.9115 -11.4561 2.3263
C 2.2009 -10.7352 3.4194
C 2.8745 -9.7443 4.1213
C 2.2232 -9.0410 5.1201
C 0.8964 -9.3252 5.4219
C 0.2221 -10.3206 4.7338
C 0.8709 -11.0313 3.7328
C 0.1309 -12.1061 3.0149
O -1.0075 -12.3972 3.3159
C 0.8358 -12.8138 1.9067
C 0.1583 -13.7984 1.1980
C 0.7861 -14.4524 0.1520
C 2.0937 -14.1258 -0.1916
C 2.7759 -13.1516 0.5166
C 2.1518 -12.4940 1.5694
H 3.9024 -9.5217 3.8756
H 2.7484 -8.2637 5.6578
H 0.3869 -8.7676 6.1967
H -0.8083 -10.5540 4.9632
H -0.8584 -14.0406 1.4742
H 0.2567 -15.2181 -0.3996
H 2.5805 -14.6348 -1.0131
H 3.7941 -12.8916 0.2627
O -1.6389 8.0407 3.1446
C -0.8031 8.9199 3.1575
C -0.9892 10.1455 3.9833
C -2.1288 10.2627 4.7692
C -2.3074 11.3825 5.5632
C -1.3485 12.3896 5.5762
C -0.2161 12.2826 4.7869
C -0.0330 11.1631 3.9854
C 1.1877 11.0776 3.1316
O 1.9916 11.9846 3.0987
C 1.3854 9.8400 2.3257
C 2.5289 9.7166 1.5461
C 2.7405 8.5652 0.8070
C 1.8130 7.5295 0.8463
C 0.6680 7.6519 1.6132
C 0.4462 8.8070 2.3520
H -2.8645 9.4706 4.7522
H -3.1943 11.4718 6.1765
H -1.4869 13.2602 6.2036
H 0.5341 13.0611 4.7839
H 3.2442 10.5270 1.5279
H 3.6312 8.4711 0.2000
H 1.9763 6.6272 0.2713
H -0.0619 6.8554 1.6426

total charge	0
maximum force	0.52	eV Å⁻¹
HOMO energy	-8.89	eV
spin multiplicity	1
HOMO-LUMO gap	8.0	eV
LUMO	-0.88	eV
energy	-180873.9929	eV

***

Q: What is the maximum force in the first record?
A: 7.44 eV Å⁻¹